Entry 1:
{"formula": "C10H19NO5", "method": "ωB97M-V/def2-TZVPD", "symbols": ["O", "O", "O", "O", "O", "C", "C", "N", "C", "C", "C", "C", "C", "C", "C", "C", "H", "H", "H", "H", "H", "H", "H", "H", "H", "H", "H", "H", "H", "H", "H", "H", "H", "H", "H"], "xyz": [[0.42607, -0.84178, 1.71392], [0.64893, -0.80348, -2.72893], [1.75405, -1.10833, -0.20426], [2.26737, 0.43568, 1.50296], [-1.25275, -1.67158, -1.95219], [1.37815, -0.50059, 1.03475], [0.07143, -1.45551, -1.90616], [0.62920, -1.81976, -0.75157], [1.48164, 0.49853, 3.94895], [1.28024, 2.47379, 2.43808], [3.61451, 1.40712, 3.24481], [-2.12577, 0.47672, -2.34259], [-2.11010, -1.18683, -4.27345], [-3.45697, -1.54630, -2.29395], [2.12387, 1.16849, 2.74152], [-2.19783, -0.98399, -2.76389], [0.03111, -2.43272, -0.15516], [0.32077, 0.38104, 3.83531], [1.57463, 1.13464, 4.83702], [1.97627, -0.42739, 4.06289], [1.76589, 3.11657, 1.75071], [1.19176, 3.11649, 3.37199], [0.27427, 2.19312, 1.99619], [4.31501, 0.57929, 3.44889], [3.80821, 2.07938, 4.05489], [4.11227, 2.04689, 2.44631], [-2.58501, 1.02520, -3.14675], [-1.03574, 0.73997, -2.17079], [-2.63754, 0.63688, -1.42134], [-3.11326, -1.52437, -4.58632], [-1.38667, -1.88216, -4.55900], [-1.80683, -0.19593, -4.73085], [-4.28601, -1.09617, -2.82041], [-3.65757, -1.35672, -1.21105], [-3.39364, -2.67618, -2.41052]], "atomic_forces_ev_per_a": [[1.010, 0.100, -2.053], [0.679, 0.246, -1.040], [-1.557, 0.525, 0.936], [-0.093, -1.825, -2.319], [1.062, -2.477, 1.405], [-0.778, 0.179, 2.516], [-0.652, 3.190, -1.561], [-0.016, -2.095, 2.769], [-3.252, 0.287, -0.772], [-0.085, -0.682, 1.084], [0.943, 1.700, -2.958], [1.845, -0.050, -0.461], [-0.542, 2.172, 0.025], [-1.663, -2.165, 1.728], [0.058, 1.534, 2.064], [0.813, 1.328, 0.084], [1.314, 1.221, 0.096], [2.257, -0.168, 0.062], [0.494, -0.124, -0.329], [0.153, -1.250, 0.635], [0.638, 0.445, -0.998], [-0.233, -1.116, -0.948], [1.116, 0.257, 0.829], [-1.012, -0.300, -0.456], [-1.080, 0.333, 1.029], [-0.322, -1.077, 0.405], [0.016, 0.797, -0.030], [-1.369, 0.133, -0.645], [-0.486, 0.125, 0.656], [0.626, 0.332, -0.392], [1.120, -1.264, -0.352], [-0.547, -1.269, 0.151], [-0.316, -0.208, -0.335], [0.415, -0.129, -0.716], [-0.555, 1.297, -0.112]], "homo_lumo_gap_ev": 10.866, "smiles": "CC(C)(C)OC(=O)NOC(=O)OC(C)(C)C", "relative_energy_ev": 1.8399, "homo_ev": -10.186, "max_force_ev_per_a": 3.61, "energy_ev": -22402.989}

Entry 2:
{"formula": "C19H41N8O4P2S", "method": "ωB97M-V/def2-TZVPD", "symbols": ["O", "C", "O", "C", "C", "C", "N", "C", "C", "N", "C", "S", "H", "H", "H", "H", "H", "O", "P", "N", "C", "C", "N", "C", "C", "N", "C", "C", "H", "H", "H", "H", "H", "H", "H", "H", "H", "H", "H", "H", "H", "H", "H", "H", "H", "H", "O", "P", "N", "C", "C", "N", "C", "C", "N", "C", "C", "H", "H", "H", "H", "H", "H", "H", "H", "H", "H", "H", "H", "H", "H", "H", "H", "H", "H"], "xyz": [[-4.72810, -1.25944, 2.37569], [-4.90922, -2.25065, 1.71759], [-5.84683, -3.16249, 2.18255], [-4.16474, -2.48111, 0.37174], [-3.42380, -1.36285, -0.22404], [-2.75036, -1.63368, -1.48770], [-2.81497, -2.84400, -2.13216], [-3.50251, -3.90653, -1.59128], [-4.19520, -3.79935, -0.30593], [-4.87261, -4.96745, 0.24263], [-4.14405, -5.34686, 1.19806], [-3.69304, -5.60218, 2.71139], [-6.56625, -2.64124, 2.58570], [-3.34867, -0.37036, 0.26768], [-2.14919, -0.81357, -1.95651], [-2.33097, -2.94057, -3.03215], [-3.52904, -4.87828, -2.12919], [-0.84026, -0.40479, 1.80149], [-0.48825, -0.00308, 3.23413], [-1.20346, 1.57985, 3.12044], [-0.78114, 2.77713, 3.83358], [-2.66089, 1.58301, 3.03028], [1.19994, 0.11844, 2.84158], [1.97554, 1.34338, 2.94396], [1.61589, -0.58398, 1.62804], [-0.10840, 0.28589, 4.93912], [0.99904, -0.53728, 5.49176], [-1.26997, -0.06393, 5.80184], [-0.99675, 2.73837, 4.90803], [-1.30132, 3.65468, 3.43903], [0.26967, 3.00682, 3.70234], [-3.14564, 1.41724, 4.00139], [-3.02406, 0.80517, 2.35480], [-3.03878, 2.53306, 2.64076], [1.67142, 2.08691, 2.19799], [3.03928, 1.13456, 2.79340], [1.92542, 1.77668, 3.94383], [1.33035, -0.02416, 0.72711], [1.18058, -1.57979, 1.57678], [2.70108, -0.72649, 1.60438], [0.82676, -1.60470, 5.32806], [1.10410, -0.36043, 6.56518], [1.96954, -0.28497, 5.07300], [-1.58150, -1.10100, 5.64707], [-2.12690, 0.58073, 5.61143], [-1.02617, 0.06785, 6.85711], [0.73807, -0.63203, -3.44087], [1.89155, 0.35755, -3.24880], [0.97504, 1.71974, -3.83682], [1.50219, 2.89390, -4.51777], [-0.11370, 2.14193, -2.96201], [2.79951, -0.31802, -4.56790], [3.15800, 0.42319, -5.76689], [2.44622, -1.67775, -4.98500], [3.23811, 1.45120, -2.88793], [4.57683, 0.80901, -2.81674], [3.07280, 2.06096, -1.53986], [2.08527, 3.54937, -3.85968], [0.68275, 3.49765, -4.91862], [2.10587, 2.65239, -5.38427], [0.23641, 2.72955, -2.10258], [-0.66309, 1.28524, -2.56253], [-0.84453, 2.75732, -3.49525], [2.28398, 0.64975, -6.38750], [3.85958, -0.15434, -6.37610], [3.69771, 1.34215, -5.53341], [1.52900, -1.68510, -5.58681], [2.31139, -2.33391, -4.12699], [3.24501, -2.12122, -5.58655], [4.58362, -0.02919, -2.11439], [5.33004, 1.53576, -2.50158], [4.92816, 0.44504, -3.77845], [2.98139, 1.29371, -0.76524], [2.19426, 2.70261, -1.48833], [3.92297, 2.69896, -1.29310]], "atomic_forces_ev_per_a": [[0.478, -0.123, -1.090], [-0.835, 0.490, 1.309], [0.736, 0.406, -1.914], [0.473, -0.759, -1.149], [-0.174, -2.978, -1.118], [-0.533, 0.911, 1.318], [-1.003, 0.341, 1.943], [-0.870, 0.167, 1.575], [1.037, 2.213, -1.722], [3.209, 0.621, 0.276], [-2.057, 0.153, 2.428], [-0.028, -0.060, -2.694], [0.532, -0.147, 0.218], [-0.004, -0.970, -0.397], [-0.538, -1.115, 0.266], [-0.185, -0.020, 0.485], [0.153, 0.996, 0.315], [-2.638, -3.098, 1.991], [4.233, 6.841, -3.175], [-0.939, 0.147, 0.108], [0.136, 0.052, 0.512], [-0.305, -0.241, -0.467], [0.589, -0.473, -0.170], [0.165, -0.035, 0.726], [-0.053, -0.151, -0.047], [-0.895, -3.603, 0.362], [0.672, -0.010, 0.076], [-0.541, 0.547, 0.172], [0.023, 0.046, 0.053], [-0.197, -0.247, -0.146], [0.076, -0.270, 0.071], [-0.076, 0.113, 0.002], [0.166, -0.054, 0.106], [0.210, 0.014, 0.039], [-0.037, 0.074, 0.016], [-0.087, -0.149, -0.141], [-0.226, 0.068, -0.071], [-0.026, -0.116, -0.090], [-0.058, 0.137, -0.090], [0.001, 0.223, 0.270], [0.058, 0.008, 0.163], [-0.405, 0.043, -0.032], [-0.244, 0.047, -0.276], [0.024, 0.013, 0.216], [0.045, 0.044, -0.221], [0.164, -0.003, -0.141], [0.386, -0.483, 4.378], [-0.710, 1.917, -8.507], [-0.681, 0.537, 0.547], [0.388, 0.302, 0.125], [-0.435, -0.312, 0.120], [0.326, -0.650, -0.089], [0.632, 0.437, 0.252], [-0.163, -0.084, 0.270], [0.518, -2.249, 3.045], [0.536, -0.183, -0.379], [-0.385, 0.666, 0.084], [0.043, 0.062, -0.018], [-0.184, -0.203, 0.203], [0.151, -0.189, 0.153], [-0.083, 0.123, -0.020], [0.182, -0.063, -0.063], [0.155, -0.042, -0.113], [-0.020, 0.062, -0.010], [-0.133, -0.166, 0.087], [-0.221, 0.079, 0.067], [-0.022, -0.106, 0.040], [-0.126, 0.088, -0.053], [0.096, 0.298, 0.014], [0.148, 0.084, 0.033], [-0.316, 0.143, 0.212], [-0.368, -0.052, -0.001], [0.155, 0.131, 0.077], [-0.121, -0.109, -0.150], [0.024, -0.133, -0.171]], "homo_lumo_gap_ev": 5.366, "homo_ev": -10.196, "total_charge": 1, "max_force_ev_per_a": 8.75, "energy_ev": -69879.399}

Entry 3:
{"formula": "C3H5P3", "method": "ωB97M-V/def2-TZVPD", "symbols": ["C", "C", "C", "P", "P", "P", "H", "H", "H", "H", "H"], "xyz": [[1.32759, 1.40173, 0.13433], [0.24818, 0.61144, 0.16851], [-1.83211, -1.13669, -0.34317], [3.04271, 0.79076, 0.07724], [-0.11923, -1.07125, 0.36426], [3.32749, -1.15333, 0.19387], [1.31752, 2.51265, 0.37013], [-0.72803, 1.28045, 0.24606], [-1.91662, -0.66335, -1.35684], [-2.41945, -0.51487, 0.21449], [-2.24806, -2.05755, -0.06887]], "atomic_forces_ev_per_a": [[1.378, 0.481, 0.549], [-3.183, 2.622, 0.339], [2.116, 1.032, -1.520], [0.519, 0.434, 0.128], [0.457, -0.640, -0.022], [-0.674, -0.040, -0.197], [-0.374, -1.487, -0.639], [1.620, -1.415, -0.232], [0.049, -1.378, 0.513], [-1.416, 2.186, 1.892], [-0.493, -1.795, -0.811]], "homo_lumo_gap_ev": [5.916, 6.717], "smiles": "C/P=C/C=P#P", "relative_energy_ev": 2.5903, "homo_ev": [-7.700, -7.969], "max_force_ev_per_a": 4.14, "energy_ev": -31054.161}

Entry 4:
{"formula": "C7H11N2O2", "method": "ωB97M-V/def2-TZVPD", "symbols": ["C", "C", "C", "C", "N", "N", "H", "H", "H", "H", "H", "H", "C", "C", "C", "O", "O", "H", "H", "H", "H", "H"], "xyz": [[-0.65928, -2.86237, -0.18606], [0.24876, -2.08298, 0.74202], [1.04714, -1.03358, 0.27217], [0.93958, -1.05533, 2.44710], [0.22667, -2.11889, 2.09366], [1.43096, -0.34670, 1.33599], [-0.11476, -3.52763, -0.84613], [-1.21251, -2.06971, -0.66801], [1.28978, -0.77830, -0.73825], [1.25278, -0.69655, 3.41082], [1.79302, 0.62939, 1.36250], [-1.25224, -3.58161, 0.38003], [0.02714, 2.17947, -1.20930], [-1.40213, 1.81194, -1.71106], [0.19142, 1.93477, 0.28044], [-0.70656, 1.44510, 0.97592], [1.35406, 2.22840, 0.78054], [0.64910, 1.54632, -1.85963], [0.21442, 3.21149, -1.50876], [-2.04053, 1.40304, -0.93206], [-1.33898, 1.04757, -2.46556], [-1.93783, 2.71618, -1.95637]], "atomic_forces_ev_per_a": [[0.977, -0.388, 1.741], [-1.498, -1.895, 0.077], [0.799, 1.697, 0.465], [0.312, 0.454, -1.253], [0.318, 0.592, -0.192], [-0.016, -1.508, 0.500], [0.345, 0.457, -0.633], [-0.545, -0.287, -0.589], [0.008, 0.304, -0.232], [-0.415, -0.251, 0.372], [-0.190, 0.858, -0.438], [-0.414, 0.582, 0.142], [-1.802, -0.622, -1.088], [0.044, 0.329, 1.144], [2.311, 0.722, 1.343], [-0.525, -0.554, -0.425], [-0.642, -0.700, -0.857], [0.645, 0.258, 0.797], [0.383, -0.064, 0.430], [0.350, -0.232, 0.409], [-0.294, 0.148, -0.791], [-0.153, 0.101, -0.921]], "homo_lumo_gap_ev": [8.776, 4.537], "s2": 0.762, "relative_energy_ev": 0.7438, "homo_ev": [-8.447, -8.294], "max_force_ev_per_a": 2.77, "spin_multiplicity": 2, "energy_ev": -14509.953}